A cluster of 2 separate species, C28H58ClIN4O6P in total. Source: the Open Molecules 2025 dataset; level of theory: ωB97M-V/def2-TZVPD.

XYZ file:
```
99
Properties=species:S:1:pos:R:3:lowdin_charge:R:1
C -0.4903 -2.6904 3.3249 -0.156
C -0.8181 -2.0340 1.9592 -0.265
C -0.0381 -2.5903 0.7325 -0.584
I 1.3337 -4.2472 1.1969 1.002
C 0.6290 -1.5853 -0.2255 -0.268
C -0.3610 -0.8038 -1.1578 -0.276
C -1.4713 -1.6681 -1.7743 -0.137
C -2.8295 -1.7943 -1.0209 -0.158
C -3.2366 -0.7290 0.0291 -0.198
C -4.2183 0.3064 -0.6203 -0.197
C -4.2914 1.6711 0.0954 -0.210
C -4.5272 1.5822 1.6261 -0.186
C -3.2306 1.8500 2.4699 -0.181
C -3.0621 0.7980 3.6057 -0.174
C -3.3011 1.4023 5.0162 -0.213
O -2.1345 2.1413 5.3796 -0.200
C -1.2588 1.3236 6.1389 -0.113
N 0.5184 -0.2681 -2.2670 -0.323
Cl -0.4838 0.9428 -3.1008 0.883
C 1.7437 0.4709 -1.9162 -0.215
C 2.6456 -0.1044 -0.7611 -0.346
C 3.5671 1.1235 -0.4706 -0.143
C 4.6884 1.0859 0.5665 -0.100
C 5.6406 -0.1114 0.5809 -0.537
N 6.9136 0.0699 0.0075 0.147
O 5.3915 -1.1630 1.0821 0.097
P 3.5736 -1.4831 -1.5780 0.610
N 2.7502 -2.0168 -2.8278 -0.159
O 3.7604 -2.7323 -0.6156 -0.172
O 5.0231 -1.0129 -2.1952 -0.132
C 1.6036 -0.4992 0.3490 -0.192
C 2.1139 -0.6778 1.7919 -0.119
C 1.4180 0.3284 2.7810 -0.138
C 2.1989 1.6397 2.9906 -0.232
O 1.3696 2.5733 3.6511 -0.174
C 1.0899 3.7410 2.9126 -0.105
H -1.1203 -2.1886 4.0784 0.075
H -0.7761 -3.7447 3.3538 0.059
H 0.5504 -2.5512 3.6324 0.045
H -1.8786 -2.2923 1.8171 0.102
H -0.8119 -0.9450 2.0374 0.075
H -0.7617 -3.1671 0.1515 0.044
H 1.1101 -2.2478 -0.9702 0.090
H -0.7975 0.0795 -0.6793 0.131
H -1.6998 -1.4365 -2.8259 0.101
H -1.0469 -2.6859 -1.8315 0.126
H -3.6210 -1.8043 -1.7818 0.115
H -2.8996 -2.7841 -0.5474 0.109
H -2.4345 -0.2500 0.5996 0.078
H -3.8486 -1.2497 0.7796 0.110
H -4.0434 0.3925 -1.7025 0.106
H -5.2238 -0.1340 -0.5277 0.118
H -5.1834 2.1763 -0.3115 0.107
H -3.4438 2.3139 -0.1826 0.104
H -4.9410 0.5966 1.8719 0.099
H -5.2547 2.3300 1.9671 0.109
H -2.3755 1.7575 1.7807 0.082
H -3.2147 2.8607 2.8932 0.113
H -2.0159 0.4647 3.6023 0.081
H -3.6780 -0.0963 3.4307 0.108
H -4.1933 2.0353 5.0494 0.129
H -3.3635 0.5434 5.7033 0.113
H -1.6990 1.2197 7.1472 0.095
H -1.1290 0.3236 5.6932 0.078
H -0.2925 1.8182 6.2729 0.089
H 0.6091 -1.0171 -2.9731 0.134
H 2.3756 0.5304 -2.8107 0.123
H 1.4864 1.5116 -1.6976 0.113
H 4.0076 1.4200 -1.4389 0.121
H 2.9023 1.9675 -0.2219 0.121
H 5.3208 1.9736 0.4037 0.126
H 4.3518 1.2099 1.6016 0.095
H 7.0880 -0.6241 -0.7095 0.097
H 7.0526 1.0169 -0.3239 0.085
H 3.2814 -1.8875 -3.6838 0.003
H 3.3275 -3.4768 -1.0737 0.060
H 4.8647 -0.3516 -2.8854 0.086
H 0.9938 0.4241 0.4166 0.138
H 1.8998 -1.6524 2.2368 0.047
H 3.1885 -0.5309 1.9397 0.101
H 0.4253 0.6409 2.4332 0.101
H 1.3735 -0.1660 3.7602 0.121
H 2.4851 2.0041 1.9849 0.087
H 3.1464 1.5096 3.5381 0.136
H 1.0244 4.5774 3.6234 0.094
H 0.1071 3.7116 2.4075 0.085
H 1.8603 4.0195 2.1784 0.084
C -2.2897 -1.3231 -7.0284 -0.345
O -2.3578 -1.9855 -6.0087 0.004
N -1.3821 -0.3494 -7.2455 -0.200
C -1.3390 0.4200 -8.4759 -0.048
C -0.4232 -0.0767 -6.1970 -0.086
H -2.9836 -1.4708 -7.8711 0.138
H -0.3689 0.2834 -8.9576 0.092
H -1.4822 1.4785 -8.2495 0.091
H -2.1217 0.0946 -9.1577 0.088
H 0.1541 -0.9833 -5.9925 0.095
H -0.9600 0.2016 -5.2882 -0.003
H 0.2497 0.7265 -6.4915 0.090
```

## Properties
LUMO energy = -3.95 eV
DFT total energy = -78125.905 eV
charge = +1

A cluster of 4 separate species, C28H58FN4O12 in total. Source: the Open Molecules 2025 dataset; level of theory: ωB97M-V/def2-TZVPD.

XYZ file:
```
103
Properties=species:S:1:pos:R:3:lowdin_charge:R:1
C 6.8618 -1.5837 1.0087 0.086
C 5.8336 -0.6180 1.2186 -0.070
C 4.7013 0.6099 1.2881 -0.196
N 4.2451 0.8356 -0.1350 0.001
C 2.7589 1.1665 -0.2233 -0.104
N 2.4393 2.6740 -0.3139 0.119
N 1.7466 0.1984 -0.2461 0.076
C 0.3137 0.6643 -0.3715 -0.126
C -0.8232 -0.4365 0.0502 -0.133
C -1.9972 0.3948 0.9040 -0.161
C -1.6146 0.5515 2.4970 -0.244
O -0.2830 1.1189 2.7591 -0.165
C 2.1505 -1.2830 -0.1994 -0.192
O 1.8831 -2.0046 -1.3080 0.094
N 2.7616 -1.9806 0.9952 0.116
C 1.8378 -3.0156 1.6010 -0.170
O 1.4318 -4.1532 0.9945 0.059
F 1.3642 -2.8139 3.0022 0.007
H 7.6373 -2.3035 0.4802 0.077
H 5.2225 1.5429 1.7912 0.136
H 3.7957 0.3178 1.9736 0.120
H 4.5188 0.0663 -0.7835 0.125
H 2.9472 3.0275 -1.1560 0.115
H 2.7913 3.1116 0.5655 0.107
H 0.1505 0.9236 -1.5253 0.162
H 0.0636 1.6565 0.2116 0.135
H -0.4615 -1.2830 0.7719 0.115
H -1.3938 -0.8542 -0.9107 0.131
H -2.1028 1.4989 0.4795 0.127
H -3.0538 -0.1040 0.8150 0.130
H -2.3985 1.2634 3.0238 0.135
H -1.6632 -0.4856 3.0666 0.133
H -0.3352 1.8974 3.4128 0.123
H 3.7036 -2.3876 0.7659 0.142
C 7.3953 7.1027 0.3395 -0.105
O 6.1792 7.6021 0.8778 -0.201
C 5.0182 7.0946 0.2246 -0.188
C 3.9317 6.7092 1.2361 -0.171
O 4.2284 5.5611 2.0450 -0.153
C 5.2985 5.6918 2.9885 -0.173
C 5.0388 6.6600 4.1503 -0.181
O 4.9936 8.0120 3.6961 -0.204
C 3.9326 8.7623 4.2599 -0.108
H 7.6668 7.6719 -0.5551 0.091
H 8.1753 7.2298 1.0942 0.092
H 7.3283 6.0349 0.1018 0.083
H 5.2519 6.2164 -0.3909 0.116
H 4.6363 7.8801 -0.4361 0.128
H 3.0340 6.4409 0.6704 0.120
H 3.6479 7.5585 1.8604 0.111
H 6.2360 5.9183 2.4786 0.109
H 5.4321 4.6900 3.4185 0.121
H 5.8597 6.5860 4.8693 0.128
H 4.1114 6.3766 4.6569 0.120
H 3.0033 8.1834 4.2991 0.086
H 3.7545 9.6311 3.6194 0.092
H 4.2081 9.1111 5.2581 0.090
C -4.7056 -8.8957 2.2273 -0.108
O -3.8612 -8.5357 1.1431 -0.207
C -4.5655 -7.9804 0.0350 -0.186
C -3.8359 -6.7572 -0.5341 -0.168
O -3.8371 -5.5964 0.3102 -0.131
C -3.0938 -5.6827 1.5319 -0.170
C -1.5708 -5.7792 1.3719 -0.191
O -1.1889 -7.0321 0.8054 -0.197
C -0.1997 -6.9186 -0.2021 -0.114
H -5.1544 -9.8761 2.0390 0.089
H -4.0908 -8.9515 3.1291 0.089
H -5.4888 -8.1487 2.4001 0.086
H -5.5851 -7.6832 0.3117 0.122
H -4.6352 -8.7531 -0.7378 0.126
H -4.3614 -6.4535 -1.4449 0.125
H -2.8200 -7.0073 -0.8455 0.108
H -3.4829 -6.4825 2.1638 0.109
H -3.3097 -4.7505 2.0711 0.124
H -1.1014 -5.7117 2.3576 0.124
H -1.2171 -4.9408 0.7645 0.104
H -0.3957 -6.0715 -0.8686 0.086
H -0.2269 -7.8293 -0.8075 0.092
H 0.7900 -6.8268 0.2519 0.078
C -6.5474 0.9897 -2.1544 -0.110
O -5.5323 0.1179 -2.6316 -0.217
C -6.0403 -1.0196 -3.3246 -0.185
C -5.2343 -1.3035 -4.5982 -0.166
O -5.3906 -0.3383 -5.6491 -0.122
C -4.8677 0.9734 -5.4076 -0.168
C -3.3391 1.0669 -5.3122 -0.181
O -2.8548 0.4277 -4.1319 -0.215
C -1.7081 -0.3739 -4.3533 -0.118
H -6.9487 0.6104 -1.2093 0.087
H -6.0964 1.9703 -1.9832 0.086
H -7.3550 1.1141 -2.8848 0.089
H -7.0949 -0.8883 -3.5989 0.125
H -5.9695 -1.8803 -2.6512 0.125
H -5.5979 -2.2476 -5.0156 0.128
H -4.1778 -1.4636 -4.3748 0.106
H -5.3527 1.4282 -4.5425 0.108
H -5.1811 1.5758 -6.2709 0.131
H -3.0468 2.1193 -5.2550 0.123
H -2.8934 0.6347 -6.2131 0.123
H -1.7938 -0.9572 -5.2767 0.092
H -1.6230 -1.0802 -3.5223 0.077
H -0.8119 0.2510 -4.3778 0.080
```

## Properties
LUMO energy = -5.24 eV
DFT total energy = -63199.806 eV
charge = +1